A molecular structure, C63H74BCaF4N12S4 in a non-equilibrium geometry, computed with ωB97M-V with the def2-TZVPD basis set.

For the HOMO energy (spin up / spin down), the calculation gives -9.28 / -8.41 eV. As for the net charge: +1. For the largest force on an atom, the calculation gives 0.033 Eh/bohr. Its frontier orbital gap (spin up / spin down) is 5.742 / 4.438 eV. The calculated total energy is -157735.7173 eV.

Structure (XYZ):
```
159
C63H74BCaF4N12S4 ωB97M-V with the def2-TZVPD basis set
S 1.9369 0.1560 -2.0680
C 0.0930 4.3960 -3.6564
H 2.9434 4.1651 5.8603
H -3.3826 3.2878 3.8406
N -2.4948 0.8078 -4.5804
C 1.6571 -5.1445 -0.8136
F 0.6898 -2.1075 -3.5669
C -3.9594 2.9491 0.4629
H -4.8880 -4.0014 -2.0790
H -2.1865 -4.2951 -6.9386
H -1.6225 -3.5201 -2.0701
C -4.6803 -3.1732 -0.0962
H 1.3813 6.0592 2.9820
C 3.5626 -4.2731 -3.0181
H -2.6281 2.4461 5.1760
N 4.6406 0.3342 -6.4944
H 5.8594 5.5254 -1.0182
C 2.6223 -0.8693 2.1512
C 2.3162 -3.6687 -2.7353
C -6.0271 -3.6131 0.5018
N 7.1862 -3.1003 -6.4835
H -2.6639 -3.9314 -0.2671
C -2.0070 -2.6128 -3.9716
H -4.0507 -2.4491 -2.0619
C -3.6803 0.0877 1.6641
H -0.7357 3.7829 4.8895
N -2.0903 -1.2818 -3.6045
C -2.1799 -2.8578 -5.3442
C 4.3998 -3.8104 -4.0106
H -1.0384 -2.0440 2.1051
C 2.2259 -2.8550 3.4944
H -3.6091 2.9496 1.4913
C -3.0753 -2.1569 2.8533
H 0.6075 5.1738 -4.2140
H 4.3316 5.9814 -1.7643
H -2.3364 -1.7711 4.8357
H -1.8453 -3.5463 1.6872
C 4.7690 -0.7637 -6.1746
B 0.7132 1.5306 0.3937
C 3.0530 3.6043 -1.4077
C 4.0829 -2.6754 -4.8088
H 4.7391 -2.0359 3.6949
H -6.3742 -4.5140 0.0014
H 4.0591 -1.4750 5.2137
F 2.3053 -1.1614 -5.3666
H -2.0536 -0.4307 3.7520
C 2.6630 -1.3876 3.5697
H 1.7022 -1.0063 5.4634
H 4.5061 -1.7661 1.5379
H 0.5699 5.8731 4.5382
H 4.0403 -1.6991 -1.9662
F 5.5873 -4.4057 -4.1656
N 2.5049 2.8272 -0.5183
N 0.9774 2.8716 2.2003
C 0.4109 2.9802 -1.5971
C 5.1655 2.9960 -0.2288
H 2.7386 4.8403 -3.1670
C -1.1370 1.7837 2.2027
C 2.7793 -2.1589 -4.6011
C 3.4981 -0.8458 -0.0904
S -1.8780 0.4572 1.3388
C -4.0491 -3.1895 3.4436
N 1.2086 2.5407 -0.6005
C -2.7730 -1.1984 4.0203
Ca -0.7857 -0.4978 -1.7661
N 0.0732 2.0802 1.6306
C 2.0596 3.7014 5.4315
N 1.6897 -6.0806 -0.1495
C -2.3343 -0.5218 -4.6332
C -3.6980 -1.4340 1.6655
H 6.2367 3.1715 -0.1898
H -6.4100 1.3562 -1.3640
C 4.5093 -1.1972 -1.1246
H -4.9994 -2.7129 3.6774
C 0.6746 -3.0293 -1.0863
C -4.8093 -0.6355 -0.1715
H -1.4290 -5.7852 -3.0042
C 5.1555 3.4652 -2.6824
H -3.1123 2.7862 -0.1987
C 1.7092 -0.5902 4.4594
N -0.0029 -2.1915 -0.6378
H 4.9911 1.9423 -0.4222
H -3.6840 -0.7417 4.4025
H -5.9437 -3.8186 1.5644
C 1.5336 -3.9735 -1.5768
C 0.7400 3.4336 3.3519
H -5.8136 -2.5378 -1.8604
H -3.6393 -3.5946 4.3660
C 4.0828 -1.2939 4.1413
H -3.9185 -5.1502 -0.4713
H 3.9686 4.5388 3.6653
H 5.2814 -1.8390 -0.7118
C -1.6447 -4.9561 -3.6594
H 0.7010 -0.6088 4.0582
H 3.0345 4.3113 2.1804
S -2.4830 -1.3476 -6.1729
H -5.4179 -0.6876 -1.0519
C 1.4977 5.6964 4.0004
C 1.9436 -2.6516 -3.6352
C -1.7533 -3.6869 -3.1269
C -0.5165 3.2824 3.9603
C -1.4790 2.4637 3.3896
H 4.8517 4.1444 -3.4730
H -6.7730 -2.8320 0.3658
C -6.2000 2.1366 1.1928
H 4.9617 -0.2877 -1.5158
H -4.0188 0.5388 2.5844
C 0.9467 3.8896 -2.5489
H 1.2127 3.9413 6.0668
H 4.5037 -0.3054 3.9696
H -3.3678 1.5256 3.8820
C 2.3390 -0.1188 -0.4589
H 2.2873 6.2663 4.4811
H -1.6747 -6.1741 -5.4235
H -0.8517 4.7771 -3.2714
H 4.7345 3.2354 0.7377
C 6.1995 -2.6466 -6.1072
H -4.7643 1.7061 -1.9175
H -2.7008 1.3186 -5.4215
C 4.5406 3.8506 -1.3295
C 1.8634 4.2075 3.9965
H -1.2980 -3.2934 3.3330
C 2.2769 4.1905 -2.4406
C -2.7918 2.4097 4.1020
C 4.9897 -2.0657 -5.7064
C 4.7903 5.3327 -1.0232
H 4.3901 5.5915 -0.0453
H -4.3681 3.9348 0.2526
H -6.9531 1.3578 1.1074
C 3.6408 -1.2073 1.2243
C -2.0718 -4.1297 -5.8805
H -5.8414 3.0195 -1.4242
H 1.2463 -2.9368 3.0311
H 4.8499 2.4595 -2.9626
F 3.9821 -5.2692 -2.2263
H 2.0384 0.4443 4.5153
C 3.1543 3.9841 3.2088
H 6.2398 3.4893 -2.6204
C -3.6311 -4.2702 0.0982
N 1.5186 0.3581 0.5538
H -5.8579 2.1700 2.2247
C -5.0299 1.8810 0.2273
C -4.8689 -3.0174 -1.6188
H -6.6639 3.0914 0.9587
S -1.1531 2.3496 -1.6887
H -3.5346 -4.5713 1.1329
H -4.2391 -4.0229 2.7817
C -1.7898 -5.1787 -5.0245
C -5.5435 1.9948 -1.2130
H 3.4131 2.9279 3.2002
H -2.3210 1.3186 -3.7256
C -1.7341 -2.8034 2.4649
C -4.3073 -1.8330 0.5157
H 2.9268 -3.4324 2.8980
H 2.1868 -3.2839 4.4908
H 2.2052 2.6236 5.4411
N 1.6117 -0.1279 1.8151
C -4.5032 0.4927 0.4833
H -0.1371 3.5727 -4.3347
```

8 unconnected molecules or ions with the total composition C56H122N6O8 in a non-equilibrium geometry, computed with ωB97M-V with the def2-TZVPD basis set.

For the HOMO energy, the calculation gives -7.87 eV. For the largest force on an atom, the calculation gives 0.030 Eh/bohr. Its frontier orbital gap is 8.081 eV. The calculated total energy is -85365.5458 eV.

Structure (XYZ):
```
192
C56H122N6O8 ωB97M-V with the def2-TZVPD basis set
C 6.0256 17.0786 -12.5050
C 8.8206 21.6740 -10.8958
H 0.2682 25.9630 -10.8638
C 6.7809 22.6537 -7.7902
H 3.1425 17.2396 -7.6531
C 2.9923 13.8051 -13.1193
H -3.1523 20.4914 -9.5256
C -1.1212 12.8158 -12.5236
H -1.9788 18.5901 -7.0324
C 2.4916 12.5518 -13.8353
H 6.2867 21.7129 -12.0920
N 0.4009 18.6883 -14.1388
H -0.0647 11.1906 -10.7349
H 3.3543 18.9191 -9.6178
H 1.1826 16.2208 -14.6857
H 1.8131 21.7501 -14.3705
C 1.5738 24.1702 -10.8215
H -2.4761 18.5604 -14.7286
H 5.6143 13.6929 -6.2858
H 0.4679 25.2789 -13.2495
H 1.1846 22.5368 -12.1839
C 0.1304 16.2914 -14.3965
H 2.5862 20.0967 -14.4477
H 1.9515 16.0321 -11.7230
H 3.5515 18.5009 -12.1789
H -1.5753 19.6063 -16.5066
H 1.4796 19.7569 -16.4166
H 8.1675 16.8304 -8.3215
H 4.1897 13.5172 -10.4394
H 5.0293 26.3726 -11.7945
H -2.4579 16.8731 -7.3640
H 0.6660 17.4830 -16.6462
H 1.1704 25.7472 -9.3826
O 3.5116 25.2053 -10.0044
C 8.8298 20.9078 -9.5742
N 2.9046 24.6624 -11.1876
H -0.2032 24.7012 -9.7112
H 7.0904 19.9423 -7.4402
H -0.6641 19.8806 -8.6321
H 1.5821 10.9636 -11.4049
C 3.2952 12.9872 -10.7746
H 5.5316 16.2297 -3.7437
H 8.0599 25.0531 -7.5073
H 5.0349 18.7477 -8.3101
C -0.5714 19.0069 -9.2790
C -3.7896 16.4897 -10.4229
C 8.1132 23.1047 -8.3971
C 1.7546 20.7014 -14.0785
H -0.4052 15.4709 -14.8761
H 10.1143 22.2267 -8.4984
H -4.7112 18.8019 -11.5237
H -2.6875 15.3302 -8.9030
H -1.0360 17.1665 -16.7645
C 2.6385 15.3454 -11.2210
H -1.5414 13.0488 -11.5437
H 5.0998 14.5679 -4.1516
H 4.8964 17.5359 -14.0702
H 1.4671 27.0032 -12.0815
O -3.2490 19.8102 -8.8538
H 2.7288 14.7077 -13.6697
H 2.8503 27.5862 -13.0483
H 7.5538 25.4584 -9.8592
O 2.7911 18.6060 -11.5914
C 9.0719 21.9042 -8.4357
H 1.2543 18.4694 -12.4511
H -0.6838 21.0440 -12.9612
H 8.9202 21.3572 -7.5014
H 0.1396 10.3710 -12.2420
H 2.4675 15.4775 -10.1478
H 5.9637 15.9900 -12.4027
H 6.8629 22.4492 -6.7211
H -6.0268 17.8884 -10.7572
O 4.8587 17.6084 -13.1135
H 2.7548 12.6309 -14.8994
H 0.7486 23.8703 -14.2452
H -4.6437 18.2026 -7.5937
H 2.0637 23.4206 -8.8274
H -1.6745 20.3986 -14.2090
C 2.5202 24.9094 -13.5528
C 0.9746 12.4578 -13.7804
C 6.5690 17.8373 -7.1313
C 8.7265 24.1898 -7.5404
C -5.1615 18.5276 -10.5667
C 4.1769 17.0139 -7.4006
H 0.5910 13.2933 -14.3793
C -1.9041 17.7153 -14.3464
C 3.0841 19.4711 -10.5285
H 8.2698 15.9986 -6.5114
H 2.9438 27.4159 -11.2516
H -0.4384 16.4096 -9.6881
C -1.7701 17.6793 -7.5927
N 6.6766 16.9343 -5.9737
H 6.1856 21.4011 -10.3970
C 5.1033 18.2088 -7.3578
H 9.6795 24.5491 -7.9321
C 7.3476 19.1014 -6.8024
H 6.9392 17.3446 -13.0366
C -0.3046 17.8284 -16.2816
C 6.4032 22.1963 -11.1170
H 9.8251 21.9804 -11.1915
H 3.1758 24.0968 -13.8903
H 8.5046 20.9519 -11.6608
H 4.9126 25.9261 -13.5403
C -4.1521 17.7824 -9.7080
C 4.3280 16.2693 -6.0902
H 0.3898 18.5112 -9.1449
O 6.9873 24.6869 -9.7645
H 0.6267 11.5766 -14.3269
H -1.3388 17.0926 -10.9901
C 0.6442 25.2087 -10.1748
C 8.0950 23.6554 -12.1613
H 6.0658 17.4799 -11.4918
N 1.0206 13.6257 -11.6740
C -0.4276 17.6573 -14.7676
H 4.4414 24.9682 -10.1112
H 7.8755 20.3987 -9.4338
H 1.8203 20.6888 -12.9896
H -5.5434 19.4313 -10.0904
H -1.6264 11.9035 -12.8487
O 8.0114 16.5482 -5.7582
C 6.0898 14.5770 -6.7084
H 2.6117 22.4084 -10.1888
C -0.5754 19.2487 -16.7520
H 0.0970 16.1423 -13.3141
H -0.4479 19.3059 -17.8368
N -2.9598 18.6264 -9.5760
H -1.9767 17.7959 -13.2588
C -0.7223 20.9113 -14.0424
C -4.8195 17.4467 -8.3548
H 8.8960 23.7990 -6.5358
H 6.8069 15.0514 -4.0414
H 3.9663 20.0865 -10.7421
C 0.3694 12.5296 -12.3819
H 7.2429 18.1112 -9.1107
H 5.5604 22.8875 -11.0456
C -1.4296 16.8023 -9.9342
H -0.7833 17.3446 -7.2531
H 7.3672 24.4675 -12.2535
H 6.3371 21.8327 -8.3445
C -1.7213 18.0266 -9.0947
H 3.6548 15.4027 -6.0634
H -0.6007 19.4122 -10.2979
C 4.6200 25.6666 -12.5237
H 2.2634 20.1251 -10.2341
H 0.4141 21.1762 -16.4257
H 2.7575 12.6996 -9.8683
C 1.8077 23.0446 -9.8187
H 7.1764 19.4181 -5.7717
C 0.9186 23.5870 -12.0787
H -3.5587 16.7216 -11.4715
H 8.4164 18.8932 -6.8869
H 5.7668 14.6973 -7.7421
H 6.5252 16.5278 -8.9433
H 3.9567 16.8614 -5.2474
H 6.0744 23.4922 -7.8123
H 8.1311 23.0977 -13.0955
H -2.2870 14.9752 -10.5994
C 1.1005 24.3861 -13.3525
H 5.1102 24.7159 -12.2987
C 3.1121 25.5722 -12.3127
C 2.4472 13.9044 -11.6831
C 2.5485 27.0023 -12.1825
C 0.4969 20.1331 -16.1163
H 3.0166 11.6346 -13.5537
O 0.3280 18.5762 -12.7353
H 4.5666 16.3586 -8.1876
H -0.8234 21.8737 -14.5484
H -0.1536 23.5826 -11.8517
H 4.0736 13.6654 -13.0405
H 9.0290 24.2210 -12.0668
C 5.7530 15.7910 -5.8268
C 0.5456 11.1916 -11.6407
C 7.1692 17.2489 -8.4398
C 5.8131 15.3695 -4.3527
H 2.5160 25.6355 -14.3700
C 0.4472 20.0696 -14.5838
H -4.6783 15.8563 -10.4731
H -5.8970 17.2999 -8.4726
C -2.5542 15.7645 -9.8941
H 4.8994 18.9661 -6.5927
H -1.3438 13.6364 -13.2042
H 7.1654 14.3903 -6.7071
H -2.3717 16.7935 -14.6996
H 3.6515 15.6969 -11.4266
H 9.6169 20.1535 -9.5652
C 7.7938 22.7999 -10.9380
H 3.5873 12.0693 -11.2875
O 0.4349 13.8298 -10.4043
N 7.9551 23.6328 -9.7563
H 0.9104 22.4388 -9.6515
H 0.2485 14.7744 -10.4128
H -4.4843 16.4771 -7.9774
```

4 unconnected molecules or ions with the total composition C29H36N4O9P2S in a non-equilibrium geometry, computed with ωB97M-V with the def2-TZVPD basis set.

For the HOMO energy, the calculation gives -7.56 eV. For the largest force on an atom, the calculation gives 0.028 Eh/bohr. Its frontier orbital gap is 6.820 eV. The calculated total energy is -84448.1012 eV.

Structure (XYZ):
```
81
C29H36N4O9P2S ωB97M-V with the def2-TZVPD basis set
H -6.3551 3.7033 4.3201
N -7.5386 5.5904 2.8428
C -1.4601 -1.7275 2.3685
C -7.4233 3.7493 4.4701
H 1.2090 -5.8306 0.3640
N -1.1937 -2.2886 1.3563
C -3.6900 2.7494 0.5404
H 6.2298 -3.5061 1.4390
O -1.7265 2.0393 -2.3169
H -1.2001 -2.6771 -0.9949
P 0.3742 -1.5499 0.3949
C -0.6095 -1.7741 -1.1562
C 5.3583 -0.5578 -4.6935
C 3.3757 -0.1998 0.4939
H 2.3695 -5.3016 1.5376
C 0.1517 -1.8876 -2.4584
P 2.0814 -0.6242 -0.7437
C 3.1620 -6.1044 -0.3361
H 0.7810 -3.5245 1.6869
H 2.9604 0.4591 1.2661
H -11.2480 3.9331 4.9859
C 2.1590 -5.2967 0.4645
H -7.4567 2.1733 5.9151
O 4.4962 -5.5842 -0.3714
H -3.6143 6.2392 -1.1094
N -2.3344 1.8339 -1.2920
N 5.4718 0.3176 -2.4009
C -3.0168 2.9639 -0.6485
C -9.5649 4.7460 3.9471
C -8.1952 4.6653 3.7793
O 5.1349 -5.8461 1.7568
O -0.0722 -1.1462 -3.3795
C -8.0455 2.8927 5.3631
O 6.1682 0.5967 -1.4432
C -2.9710 4.2060 -1.2528
C 7.4976 -0.4508 -3.5666
H 5.4663 -3.2768 -0.1833
C -10.1779 3.8834 4.8409
H 3.7702 -1.0828 0.9918
H 9.1745 -1.1710 -4.6817
H 5.3902 -1.3562 -6.6770
C -3.6327 5.2616 -0.6478
H -2.4338 4.3493 -2.1785
H 0.3187 0.9583 -1.1837
H -4.8411 5.8936 1.0052
C 7.3493 -1.3251 -5.8007
H -9.9017 2.2930 6.2518
O -8.2299 6.4050 2.2721
H 8.0784 -0.1928 -2.6938
C 6.1308 -0.2437 -3.5905
C 8.1072 -0.9978 -4.6838
H -1.2842 -0.9132 -1.2021
C 4.9914 -5.1300 0.8168
H 0.2247 -0.3756 1.1652
O -6.3352 5.4844 2.6942
H 3.1488 -7.1416 0.0077
H 4.2094 0.3248 0.0247
H 4.2922 -0.3848 -4.6868
O 4.2683 0.4567 -2.4444
H -3.7038 1.7693 0.9942
H 2.8308 -6.1221 -1.3764
C -9.4198 2.9608 5.5501
H 1.7336 1.7715 -0.5275
H 7.8287 -1.7565 -6.6694
C 1.9245 -3.8734 -0.0799
H 1.6950 1.2576 -2.2619
C 1.4089 1.0160 -1.2435
H 4.5122 -3.1595 1.2888
S -1.8175 -0.9829 3.7180
O -2.4222 0.7439 -0.7471
H 2.8005 -3.4755 -0.5893
H 1.1231 -3.9583 -0.8175
H 2.2184 -2.4856 1.6114
H 0.8827 -2.6990 -2.5820
H -10.1458 5.4677 3.3928
C 5.9786 -1.1024 -5.8062
H -4.8772 3.6614 2.0679
C -4.3452 3.8124 1.1414
C -4.3223 5.0684 0.5438
C 5.3525 -3.6782 0.8206
C 1.4156 -2.9350 1.0268
```

A single C7H6O molecule in a non-equilibrium geometry, computed with ωB97M-V with the def2-TZVPD basis set.

For the HOMO energy (spin up / spin down), the calculation gives -9.05 / -9.05 eV. For the largest force on an atom, the calculation gives 0.088 Eh/bohr. Its frontier orbital gap (spin up / spin down) is 8.606 / 8.605 eV. The calculated total energy is -9398.8281 eV.

Structure (XYZ):
```
14
C7H6O ωB97M-V with the def2-TZVPD basis set
H -2.5127 0.0775 -0.9956
C -0.9657 -0.9591 -0.1198
H 0.7569 -1.8903 0.8473
H -0.7474 -1.4907 -1.0346
C -1.5575 0.2891 -0.4756
C -1.2181 1.4308 0.1142
H 2.0902 2.1127 -0.5524
C 0.3903 -0.8198 0.5998
O 2.4854 -0.3472 -0.5337
C -0.0325 1.8295 0.2387
H -1.5526 -1.6094 0.5330
C 1.4945 0.0735 -0.0230
C 1.2074 1.5699 -0.1163
H 0.1615 -0.2665 1.5180
```

- The highest calculated total energy belongs to which entry?
  C7H6O

- Which of these has the highest calculated total energy?
  C7H6O

- Look up the calculated total energy of the first one.
  -157735.7173 eV